A structure of composition C4H8IrO. Source: the Open Molecules 2025 dataset; level of theory: the ωB97M-V functional and the def2-TZVPD basis.

Geometry as XYZ:
```
14
Properties=species:S:1:pos:R:3:forces:R:3:mulliken_charge:R:1
H -1.40215 1.32830 -1.72995 0.15 -0.97 -1.51 0.60
C -2.15907 0.89661 -0.37216 -1.01 1.74 0.07 -0.53
C -2.88563 -0.43133 -0.00376 0.50 -2.85 -1.53 -0.43
C -1.87547 -0.60521 -1.03521 0.96 -1.89 1.95 0.04
C -1.91825 -0.61021 -2.53254 -2.05 -1.15 0.54 -0.54
O -1.23359 0.56784 -2.97974 -2.21 0.09 8.22 -0.32
Ir -0.63481 0.91127 -4.56159 2.78 1.77 -6.86 1.35
H -1.73706 1.39407 0.50123 0.41 0.36 -0.35 0.44
H -2.86840 1.27889 -1.11277 0.14 1.73 -0.12 0.41
H -3.92129 -0.48226 -0.34387 -0.29 0.63 0.08 0.30
H -2.66678 -0.80340 0.99594 0.25 0.21 0.08 0.35
H -0.89163 -0.90046 -0.65590 0.22 0.22 0.20 0.43
H -2.97031 -0.54978 -2.85320 0.34 -0.17 -0.50 0.40
H -1.41885 -1.54550 -2.83774 -0.18 0.26 -0.27 0.50
```
Positions in Å, forces in eV/Å.

Calculated values
multiplicity	5
orbital gap (alpha / beta)	10.59 / 6.03	eV
charge	+3
<S²>	6.014


A structure of composition C5H16N3P. Source: the Open Molecules 2025 dataset; level of theory: the ωB97M-V functional and the def2-TZVPD basis.

Geometry as XYZ:
```
25
Properties=species:S:1:pos:R:3:forces:R:3:mulliken_charge:R:1
C 2.70641 1.18849 1.15567 0.37 -0.28 -1.90 -0.34
C 3.19354 0.76363 -1.10255 0.78 -2.59 -0.72 -1.06
C -0.47078 -1.44230 1.30563 3.64 -4.21 -1.84 -1.07
C 0.50036 -2.09957 -0.87084 -0.02 2.13 -1.54 -1.16
C -4.69186 1.07275 -0.37065 2.90 -3.82 -2.08 -1.00
N -0.67451 1.17442 0.78157 -0.70 2.21 0.57 -0.63
N 2.31537 1.08019 -0.04211 0.79 -0.49 1.36 -0.25
N 0.06357 -1.03505 0.01057 -0.52 0.66 -1.92 0.20
P 0.04422 0.62501 -0.47663 -0.65 -2.08 -0.19 0.14
H 3.63279 1.09451 1.67075 1.55 -0.33 -0.62 0.32
H 1.98586 1.42638 1.81422 -2.96 0.81 2.33 0.36
H -3.97724 0.83537 -1.26139 -1.15 0.38 1.51 0.18
H 3.56053 -0.34332 -1.21283 -1.70 1.55 0.10 0.25
H 2.81472 1.19976 -1.99229 -0.67 -0.34 -1.14 0.37
H 4.13584 1.17350 -1.03078 2.24 1.55 0.78 0.48
H -1.08519 -2.35195 1.29605 -0.49 0.48 -0.59 0.27
H 0.43268 -1.83578 1.82815 -0.54 0.66 0.67 0.30
H -0.88761 -0.61217 1.65559 -1.85 2.94 2.35 0.48
H -0.12773 -2.91260 -0.90648 -1.82 -1.93 0.56 0.42
H 0.63284 -1.93021 -1.96488 -0.43 1.15 0.61 0.29
H 1.44126 -2.43089 -0.63663 2.56 -1.12 1.13 0.42
H -4.97752 2.02867 -0.47687 -1.38 3.26 -0.06 0.28
H -5.44078 0.31499 -0.39113 -1.05 -0.13 -0.27 0.30
H -4.14266 0.85754 0.51048 0.71 0.31 0.91 0.24
H -0.98409 2.15862 0.70738 0.43 -0.77 0.00 0.21
```
Positions in Å, forces in eV/Å.

Calculated values
orbital gap	8.57	eV


A cluster of 2 separate species, C5H14O5PS3 in total. Source: the Open Molecules 2025 dataset; level of theory: the ωB97M-V functional and the def2-TZVPD basis.

Geometry as XYZ:
```
28
Properties=species:S:1:pos:R:3:forces:R:3:mulliken_charge:R:1
C 2.58896 2.22164 -2.14268 -0.14 -0.44 0.52 -0.36
C 2.21824 1.35692 -1.18549 -0.39 0.75 -0.64 -0.28
S 0.97870 1.85638 0.00306 -0.41 -2.18 -0.05 -0.02
P 1.96993 3.40930 1.18234 -1.25 2.37 0.37 0.79
O 2.03532 2.67549 2.58389 0.60 -0.69 -0.58 -0.45
O 3.43725 3.55923 0.62114 -0.06 -0.54 0.20 -0.43
S 0.88775 4.95532 1.16221 0.12 -0.22 -0.37 -0.26
H 3.63685 2.33865 -2.37864 -0.01 -0.82 -1.10 0.27
H 1.84849 2.81972 -2.65545 0.21 1.04 0.62 0.28
H 2.61462 0.36105 -1.06579 0.62 0.18 0.91 0.43
H -0.02501 2.45801 -0.66384 0.32 0.52 -0.02 0.29
H 2.80238 2.97492 3.09259 -0.08 -0.08 0.42 0.36
H 4.06452 2.93763 1.01546 0.32 -0.09 -0.22 0.36
O -0.09834 -1.83055 -0.88499 0.20 0.31 0.17 -0.67
S -1.50660 -1.56837 -0.79204 -0.50 -0.42 -0.28 1.32
O -1.96278 -0.39951 -0.09651 0.35 0.26 0.01 -0.61
O -2.23995 -2.84257 -0.22734 0.01 0.04 -0.01 -0.30
C -1.79544 -3.39782 1.03781 0.17 -0.18 0.59 -0.33
C -2.21724 -2.56023 2.22744 -0.02 0.26 -0.15 -0.97
C -2.22252 -1.59378 -2.39746 0.00 -0.01 -0.05 -0.97
H -0.71492 -3.54298 1.01193 0.01 0.09 -0.16 0.32
H -2.25465 -4.38122 1.09423 -0.09 0.02 -0.25 0.28
H -1.72866 -1.58711 2.22396 0.03 -0.01 0.01 0.28
H -1.95033 -3.06932 3.15287 -0.02 -0.09 -0.04 0.39
H -3.29245 -2.38626 2.21262 -0.02 -0.07 0.04 0.27
H -1.88959 -2.48706 -2.91784 0.00 -0.02 0.02 0.33
H -1.88049 -0.70141 -2.91680 0.02 0.01 0.02 0.35
H -3.30402 -1.57608 -2.29670 -0.01 0.00 0.03 0.33
```
Positions in Å, forces in eV/Å.

Calculated values
orbital gap	8.70	eV
charge	+1


A cluster of 2 separate species, C3H12N2S in total. Source: the Open Molecules 2025 dataset; level of theory: the ωB97M-V functional and the def2-TZVPD basis.

Geometry as XYZ:
```
18
Properties=species:S:1:pos:R:3:forces:R:3:mulliken_charge:R:1
C -1.63630 -0.05494 -3.92578 -0.67 -0.54 0.07 -0.88
S -3.06733 0.68341 -4.85012 0.55 -1.02 0.58 -0.08
C -4.24561 -0.64334 -4.35334 0.21 0.39 -0.35 -0.76
H -1.36394 -1.09443 -4.14618 -0.40 0.17 -0.77 0.32
H -0.71437 0.50428 -4.00858 -0.14 0.52 0.09 0.30
H -2.01894 -0.13758 -2.91506 0.43 0.48 0.43 0.28
H -3.90567 -1.10843 -3.43288 0.09 -0.03 0.03 0.23
H -4.28630 -1.37445 -5.15422 -0.07 -0.18 0.08 0.26
H -5.24110 -0.24950 -4.16729 0.01 0.21 -0.15 0.31
N 2.06629 -0.13637 4.83473 -0.54 0.16 -0.28 -0.60
C 3.03873 -0.11259 3.74304 0.75 0.72 -0.41 -0.35
N 3.95235 1.05367 3.70574 -0.89 -0.34 -0.07 -0.59
H 2.30124 0.51185 5.58255 0.29 -0.28 -0.10 0.24
H 1.19814 0.23285 4.44377 0.13 -0.24 0.38 0.26
H 2.47361 -0.04688 2.81865 -0.11 -0.08 -0.21 0.29
H 3.63510 -1.01948 3.62021 -0.02 -0.04 0.66 0.27
H 4.50229 1.14727 4.55637 -0.17 -0.11 -0.09 0.23
H 3.31180 1.84466 3.64838 0.57 0.22 0.11 0.24
```
Positions in Å, forces in eV/Å.

Calculated values
SMILES string	CSC.NCN
orbital gap	9.63	eV


A cluster of 6 separate species, C42H47ClN7O10 in total. Source: the Open Molecules 2025 dataset; level of theory: the ωB97M-V functional and the def2-TZVPD basis.

Geometry as XYZ:
```
107
Properties=species:S:1:pos:R:3:forces:R:3:mulliken_charge:R:1
C 3.60864 -1.44754 4.49066 -0.29 0.44 0.13 -1.36
C 3.37223 -0.55401 3.27191 0.03 -0.21 -0.01 -0.09
C 3.71665 -1.29165 1.97296 -0.37 -0.24 0.29 0.37
C 3.19372 -0.68208 0.65361 0.32 0.13 -0.11 -0.76
C 2.61342 0.73676 0.72576 -0.22 -0.31 -0.46 -0.89
C 1.65469 1.05171 -0.44910 0.16 0.19 0.20 -0.51
C 0.35748 1.69963 0.04185 -0.17 -0.08 -0.07 -1.36
C -0.62078 0.77960 0.82428 0.20 0.05 0.15 0.14
C -0.21020 -0.69171 0.88388 -0.03 0.16 0.05 0.05
N -1.26158 -1.48695 1.55326 -0.12 -0.14 0.13 0.77
C -1.62766 -1.33978 2.81949 0.27 0.28 0.10 -0.42
N -2.59040 -2.20507 3.09145 -0.31 -0.27 0.12 0.01
C -2.87541 -2.94928 1.97198 -0.04 -0.11 -0.03 -0.84
C -2.03579 -2.49929 1.01457 0.16 0.18 -0.31 0.49
Cl -1.91152 -2.97518 -0.60155 0.06 -0.07 -0.03 -0.08
H 2.90816 -2.28300 4.45088 0.30 -0.16 0.01 0.20
H 3.38886 -0.89996 5.41280 0.14 -0.02 -0.05 0.40
H 4.63699 -1.80581 4.54874 -0.06 -0.11 -0.05 0.35
H 2.30903 -0.27976 3.28316 0.05 0.05 -0.03 0.09
H 3.93832 0.37876 3.34797 -0.05 0.00 0.01 0.34
H 4.79109 -1.46341 1.93709 0.02 0.19 -0.05 0.01
H 3.27266 -2.28796 2.07361 0.10 0.00 -0.04 -0.32
H 4.00618 -0.63959 -0.07550 -0.06 -0.19 0.03 0.52
H 2.45714 -1.37172 0.22564 -0.06 0.12 0.02 0.34
H 2.04509 0.88129 1.64585 0.21 0.12 0.10 0.44
H 3.44532 1.44185 0.71129 -0.11 0.12 0.26 0.43
H 1.46098 0.14362 -1.02819 -0.06 0.05 -0.03 0.31
H 2.11900 1.75243 -1.14721 0.05 -0.12 0.02 0.35
H -0.18147 2.14149 -0.79913 0.02 -0.04 0.02 0.44
H 0.62769 2.52350 0.70680 -0.02 0.05 -0.14 0.38
H -0.69504 1.14581 1.85350 -0.09 -0.04 -0.04 0.52
H -1.62500 0.84522 0.40101 0.08 -0.01 -0.07 -0.10
H -0.07639 -1.12330 -0.10419 0.01 -0.03 0.05 0.04
H 0.70271 -0.83929 1.46059 -0.01 -0.04 -0.13 -0.48
H -1.20364 -0.63454 3.51773 -0.01 -0.05 -0.07 0.49
H -3.04505 -2.30253 3.98703 0.03 0.04 0.01 0.23
H -3.62618 -3.71721 1.91134 -0.01 0.06 0.16 0.46
C -6.04787 -0.73357 -0.55589 0.01 0.02 -0.03 -0.96
C -7.07677 0.17308 -0.34241 0.10 -0.12 0.05 -0.38
C -6.85554 1.31055 0.42120 -0.03 -0.05 0.04 -0.64
C -5.59595 1.51220 0.94992 0.00 0.08 0.02 -0.29
C -4.55257 0.63012 0.74379 0.02 -0.10 0.01 -0.19
C -4.78828 -0.50197 -0.01609 0.03 0.03 0.10 0.53
N -5.33819 2.71789 1.76240 -0.06 -0.02 -0.07 1.09
O -6.25705 3.48426 1.94057 0.01 0.01 0.01 -0.60
O -4.21214 2.86458 2.20062 0.06 0.01 0.06 -0.64
H -6.22602 -1.61384 -1.15950 0.00 0.00 0.00 0.40
H -8.04993 0.00345 -0.77620 -0.02 0.04 -0.02 0.43
H -7.64386 2.02527 0.59998 0.01 0.03 0.00 0.54
H -3.58316 0.83736 1.17139 -0.05 0.06 0.03 0.48
H -3.97434 -1.19544 -0.17412 -0.10 -0.04 -0.18 0.32
C -7.53360 6.62578 -3.70432 0.00 -0.03 0.01 -0.43
C -6.77389 5.65687 -4.34731 -0.02 0.02 0.02 -0.45
C -6.89856 4.32476 -3.98939 0.05 0.03 -0.05 -0.38
C -7.79255 3.99583 -2.98644 0.00 0.00 -0.01 0.23
C -8.55962 4.94107 -2.32992 -0.03 0.06 0.03 -0.35
C -8.42187 6.26931 -2.69808 0.02 0.01 -0.02 -0.50
N -7.93436 2.58315 -2.60496 0.01 -0.04 0.03 1.10
O -7.23269 1.76489 -3.16499 0.02 -0.01 -0.02 -0.62
O -8.74332 2.30503 -1.73868 -0.09 0.07 -0.04 -0.62
H -7.43383 7.66415 -3.99026 0.00 0.01 0.00 0.39
H -6.08380 5.93771 -5.13064 0.00 0.00 -0.01 0.38
H -6.31887 3.55552 -4.47629 -0.02 -0.04 0.02 0.46
H -9.24533 4.64254 -1.55185 0.00 -0.04 -0.01 0.44
H -9.01074 7.02584 -2.19866 0.00 0.01 0.00 0.38
C 10.28233 -3.36332 2.00497 -0.02 0.02 -0.01 -0.45
C 10.74479 -2.28341 1.26457 -0.01 -0.02 0.02 -0.42
C 9.84768 -1.43069 0.64203 0.07 0.00 0.00 -0.48
C 8.49593 -1.68574 0.78039 0.00 0.01 0.00 0.26
C 8.00958 -2.75548 1.50970 -0.01 -0.06 0.04 -0.22
C 8.91890 -3.59951 2.12577 0.03 0.01 -0.01 -0.57
N 7.53757 -0.77549 0.13151 -0.02 0.02 0.00 0.96
O 7.97775 0.14834 -0.51594 0.01 0.02 -0.02 -0.61
O 6.34976 -0.99974 0.28862 0.10 -0.01 -0.07 -0.58
H 10.98785 -4.02383 2.49073 0.00 -0.01 0.00 0.38
H 11.80643 -2.10221 1.17136 0.01 0.00 0.00 0.38
H 10.18500 -0.58551 0.06163 -0.04 0.02 -0.01 0.46
H 6.94601 -2.92163 1.59115 -0.01 0.03 -0.02 0.47
H 8.56134 -4.44197 2.70139 0.00 -0.01 0.01 0.38
C -0.64408 -7.73866 1.02468 0.03 0.02 0.02 -0.65
C -0.96909 -6.39237 1.13948 -0.01 -0.02 0.00 -0.17
C -0.10699 -5.52118 1.78327 -0.06 0.00 -0.05 0.28
C 1.07500 -6.02100 2.29794 0.02 0.02 -0.01 -0.23
C 1.42162 -7.35441 2.19659 0.01 -0.08 0.00 -0.57
C 0.54637 -8.21696 1.55422 -0.03 0.02 -0.01 -0.43
N 2.00795 -5.09491 2.96499 0.06 -0.02 -0.03 1.01
O 1.67099 -3.92749 3.07430 -0.23 0.02 -0.04 -0.56
O 3.06036 -5.54040 3.35802 0.01 0.00 0.03 -0.61
H -1.31882 -8.41540 0.51835 -0.01 0.00 0.00 0.40
H -1.89560 -6.02322 0.71853 0.00 0.00 -0.01 0.36
H -0.33440 -4.47058 1.88322 0.06 -0.01 0.02 0.23
H 2.35421 -7.70600 2.61123 0.02 0.04 0.01 0.48
H 0.79864 -9.26416 1.46492 0.00 -0.01 0.00 0.39
C 1.85354 4.19309 -2.95990 -0.01 0.02 -0.01 -0.30
C 2.00523 5.50576 -3.38643 -0.02 -0.03 0.01 -0.60
C 1.53429 5.89058 -4.63190 0.04 0.05 0.06 -0.41
C 0.91578 4.94129 -5.42285 -0.01 0.00 -0.01 0.06
C 0.75834 3.62800 -5.02411 0.00 -0.09 0.03 -0.58
C 1.23766 3.25582 -3.77853 -0.02 0.03 0.05 0.00
N 0.39396 5.34583 -6.74435 0.01 -0.02 0.03 1.02
O 0.55973 6.49762 -7.08287 0.00 0.04 -0.02 -0.61
O -0.17261 4.49919 -7.40424 -0.02 -0.01 -0.03 -0.60
H 2.21799 3.90242 -1.98298 0.03 0.01 0.00 0.37
H 2.48764 6.23364 -2.74906 0.01 0.00 0.00 0.39
H 1.63973 6.90499 -4.98545 -0.02 0.00 -0.04 0.47
H 0.27290 2.91936 -5.67763 -0.01 0.03 -0.04 0.46
H 1.12346 2.23189 -3.44697 0.02 -0.01 0.00 0.39
```
Positions in Å, forces in eV/Å.

Calculated values
orbital gap	8.71	eV
charge	+1


An isolated molecule of C10H13N3. Source: the Open Molecules 2025 dataset; level of theory: the ωB97M-V functional and the def2-TZVPD basis.

Geometry as XYZ:
```
26
Properties=species:S:1:pos:R:3:forces:R:3:mulliken_charge:R:1
C 1.77707 1.04920 1.37637 0.25 0.99 0.84 -0.99
C 1.00213 1.91963 0.20593 -0.85 -1.58 1.77 -0.65
C 0.47100 0.93985 -0.89075 0.58 -0.63 -1.64 -0.07
N 1.61652 -0.08676 -1.09469 -1.26 0.71 0.81 -0.49
C 1.33229 -1.29487 -0.39272 1.17 -1.14 -0.07 0.35
N 2.46660 -2.04911 -0.31812 -0.26 1.13 0.54 -0.33
N 0.28021 -1.82177 0.14721 -0.92 1.63 -1.58 -0.76
C -0.92113 -1.07689 -0.10235 -0.85 -1.68 2.69 0.40
C -2.18607 -1.64423 0.40563 0.58 2.14 -2.14 -0.32
C -3.37274 -0.89630 0.23670 4.08 -1.19 0.08 -0.62
C -3.18635 0.38944 -0.22876 -4.25 0.57 0.23 -0.42
C -2.03821 0.94462 -0.62909 1.35 1.80 -0.70 -0.74
C -0.88266 0.23019 -0.55602 2.35 -0.48 0.00 0.36
H 2.27352 0.12526 1.05545 -0.16 0.60 -0.11 0.27
H 2.59859 1.55780 2.00184 -1.36 -0.04 -1.22 0.31
H 1.07385 0.66575 2.14310 -0.03 0.48 -0.57 0.30
H 0.15563 2.46475 0.69614 0.59 -0.53 -0.39 0.39
H 1.57292 2.68051 -0.27752 0.95 0.35 -0.13 0.37
H 0.27237 1.41720 -1.96103 0.70 -0.47 2.39 0.34
H 2.59039 0.32664 -0.81269 -2.70 -1.11 -0.79 0.42
H 3.21347 -1.68611 -0.81232 1.72 0.39 -1.04 0.18
H 2.49302 -3.00510 -0.12273 -0.50 -1.26 0.43 0.22
H -2.35326 -2.63524 0.76308 0.86 -0.66 0.21 0.38
H -4.21755 -1.49025 0.44659 -1.52 0.48 0.27 0.43
H -4.08792 0.99194 -0.27180 -0.02 0.20 -0.23 0.30
H -1.94369 1.98384 -1.00746 -0.53 -0.68 0.37 0.36
```
Positions in Å, forces in eV/Å.

Calculated values
SMILES string	CC[C@H]1NC(N)=Nc2ccccc21
orbital gap	8.51	eV